Record 1
Density functional theory data (wB97M-V/def2-TZVPD) for C44H45BaF5N10O2S as an isolated structure.

## Properties
HOMO energy (eV): -5.95
LUMO level (eV): -0.51
Energy relative to the best compared isomer or geometry (same formula, charge and spin) (kcal per mole): 0.00

```
108
C44H45BaF5N10O2S, DFT wB97M-V/def2-TZVPD
Ba 0.688 0.028 -0.823
S -3.553 -0.927 -3.684
F -1.963 4.705 -4.613
F -0.443 3.045 -3.037
F -4.230 3.725 -5.753
F -1.154 0.486 -2.705
F -4.986 1.193 -5.375
O 2.114 0.861 -2.581
O 4.178 1.364 -3.322
N -1.438 4.859 -0.366
N 2.904 0.898 4.693
N 0.599 -2.707 -1.676
N 2.758 -1.864 -0.170
N -0.524 -1.826 1.463
N -1.081 2.596 0.150
N 2.430 0.967 2.550
N -2.883 1.115 -0.234
N -2.026 0.151 0.222
N 2.379 2.331 -0.333
C -2.595 -0.912 0.622
C 1.508 -3.610 -1.292
C -1.537 2.573 -3.669
C 3.909 -3.899 -0.613
C 2.768 -3.099 -0.670
C -1.466 -7.236 -2.850
C 3.263 1.416 -2.512
C -3.458 2.906 -5.020
C -0.307 -4.157 1.964
C 6.345 -4.257 0.088
C -1.796 -2.046 1.100
C -4.504 5.348 -2.334
C -3.091 0.695 -4.033
C -3.331 5.649 -1.672
C 6.739 -4.414 1.564
C 1.623 0.407 4.568
C 7.459 -3.517 -0.667
C 5.064 -3.435 -0.001
C 5.020 -2.146 0.527
C 0.122 -5.429 -2.063
C 3.350 1.219 3.450
C -5.005 4.046 -2.338
C -0.521 -3.126 -2.258
C 0.994 -7.487 -3.153
C -1.932 1.265 -3.500
C 4.702 1.786 3.182
C -0.720 3.833 0.123
C 1.288 -4.969 -1.454
C 1.343 0.468 3.239
C -1.619 -4.380 1.582
C -2.306 3.414 -4.446
C -3.837 1.592 -4.816
C 6.183 -5.649 -0.522
C 0.190 -2.864 1.889
C 3.870 -1.395 0.399
C -2.381 -3.308 1.152
C 3.536 2.234 -1.226
C -0.785 -4.470 -2.487
C -2.359 2.289 -0.328
C -3.148 3.328 -0.993
C -2.656 4.630 -1.010
C -0.020 -7.610 -0.862
C -0.102 -6.927 -2.235
C -4.334 3.041 -1.672
H 4.876 1.795 2.108
H 0.326 -4.962 2.314
H 3.944 3.202 -1.528
H 2.018 -5.680 -1.093
H 7.653 -5.005 1.642
H 6.923 -3.449 2.038
H 7.648 -2.531 -0.241
H -1.709 -4.735 -2.980
H 3.896 -4.875 -1.073
H -3.681 -0.994 0.606
H -2.045 -5.375 1.619
H 5.942 -5.599 -1.585
H 1.215 -2.649 2.176
H 5.486 1.193 3.655
H 5.406 -6.224 -0.013
H -1.035 5.781 -0.374
H 5.953 -4.924 2.124
H -3.407 -3.435 0.835
H 1.048 0.076 5.415
H -1.591 -8.317 -2.932
H -0.225 -8.677 -0.965
H -5.909 3.818 -2.886
H 1.713 3.016 -0.662
H 0.861 -8.564 -3.283
H -2.923 6.652 -1.687
H 0.252 4.103 0.528
H -2.280 -6.850 -2.235
H -1.235 -2.367 -2.580
H 8.387 -4.090 -0.615
H 0.968 -7.503 -0.412
H 3.807 -0.386 0.793
H -4.683 2.017 -1.691
H 4.342 1.717 -0.699
H 7.120 -6.198 -0.422
H 2.621 2.511 0.631
H 0.437 0.170 2.736
H -0.755 -7.185 -0.175
H 0.953 -7.016 -4.136
H 5.886 -1.712 1.009
H 7.195 -3.385 -1.717
H 4.785 2.810 3.549
H 1.989 -7.319 -2.738
H -5.028 6.127 -2.873
H -1.562 -6.815 -3.852
H 3.422 1.002 5.548
```

Atomic partial charges in e from the Mulliken method, atoms 1 to 8: 1.77 -0.45 -0.45 -0.35 -0.39 0.17 -0.39 -0.83

Record 2
Density functional theory data (wB97M-V/def2-TZVPD) for a 9-piece molecular cluster, C44H45N9 overall.

## Properties
HOMO energy (eV): -8.09
LUMO level (eV): 0.25
Energy relative to the best compared isomer or geometry (same formula, charge and spin) (kcal per mole): 83.09
SMILES: c1cc[nH]c1.c1ccncc1.c1ccncc1.c1ccncc1.c1ccncc1.c1ccncc1.c1ccncc1.c1ccncc1.c1ccncc1

```
98
C44H45N9, DFT wB97M-V/def2-TZVPD
N -6.358 -1.895 4.828
N 0.205 1.242 -0.798
N -2.258 -5.242 -6.795
N 6.384 -3.295 -3.584
N -5.799 1.224 -2.884
N 0.408 -1.978 9.044
N 1.034 -7.036 4.067
N 2.033 7.486 1.295
N 3.177 2.650 -5.968
C 1.436 -1.740 9.948
C -7.412 -0.289 2.790
C 1.544 -0.467 7.453
C 7.060 -3.501 -2.438
C 2.553 -5.047 2.739
C 3.882 9.374 0.384
C -4.860 2.123 -2.448
C 2.512 -0.951 9.566
C 3.278 7.555 1.832
C 2.654 1.323 -7.913
C 2.005 -6.320 4.659
C -8.066 -0.369 4.023
C 1.856 2.653 -5.658
C -2.619 -3.961 -6.510
C 0.079 2.231 0.091
C 0.489 -1.383 7.822
C -7.489 -1.148 4.975
C 2.608 -0.294 8.325
C 2.539 9.377 -0.069
C -0.951 -5.365 -6.480
C -0.738 0.745 1.774
C -6.529 3.747 -1.697
C 6.167 -1.505 -1.462
C -0.020 -0.039 -0.383
C 1.580 -5.785 2.064
C -1.523 -3.294 -6.040
C -0.370 2.082 1.380
C 5.499 -2.263 -3.624
C 1.659 8.441 0.430
C 1.309 1.367 -7.561
C -5.216 3.384 -1.914
C -5.695 -1.675 3.664
C 0.908 -6.799 2.716
C -0.608 -0.315 0.853
C -7.103 1.521 -2.498
C -6.207 -0.917 2.583
C 4.242 8.464 1.398
C -0.435 -4.142 -6.014
C 3.572 1.994 -7.141
C 6.965 -2.627 -1.345
C 5.354 -1.300 -2.565
C 0.846 2.029 -6.408
C -7.494 2.733 -1.966
C 2.751 -5.324 4.116
H -1.508 -2.292 -5.637
H 0.111 -0.904 -1.016
H -0.897 -1.326 1.099
H -0.162 1.978 -6.023
H -2.793 -6.006 -7.184
H 2.129 -6.459 5.722
H -8.997 0.136 4.236
H 6.130 -0.867 -0.591
H -3.843 1.776 -2.553
H 1.709 3.269 -4.784
H 1.494 -0.016 6.473
H 7.450 -2.824 -0.400
H -0.404 -6.292 -6.563
H 5.239 8.500 1.810
H -4.865 -2.360 3.574
H -8.546 2.905 -1.798
H -1.149 0.522 2.748
H -5.615 -0.814 1.686
H -0.389 -1.413 7.193
H -0.401 2.947 2.026
H 3.501 6.892 2.655
H 3.535 -4.775 4.617
H -7.935 0.208 1.986
H -6.736 4.769 -1.415
H 0.586 0.709 -8.018
H 3.338 0.498 8.243
H 3.091 0.690 -8.672
H 4.608 -0.521 -2.635
H 3.048 -4.284 2.157
H 7.528 -4.474 -2.409
H 1.301 -2.196 10.918
H 0.142 -7.318 2.159
H 0.562 -3.941 -5.651
H 2.138 10.142 -0.718
H -3.646 -3.639 -6.594
H 4.610 10.128 0.123
H 3.217 -0.679 10.337
H -4.419 4.109 -1.837
H 4.626 2.045 -7.371
H 1.423 -5.627 1.007
H 0.624 8.583 0.153
H 4.812 -2.123 -4.445
H -8.002 -1.246 5.920
H -7.810 0.867 -2.986
H 0.324 3.241 -0.200
```

Atomic partial charges in e from the Mulliken method, atoms 1 to 8: -0.53 -0.46 0.02 -0.55 -0.49 -0.52 -0.52 -0.51

Record 3
Density functional theory data (wB97M-V/def2-TZVPD) for a 12-piece molecular cluster, C44H46F5N7 overall.

## Properties
HOMO energy (eV): -9.16
LUMO level (eV): -0.03
Energy relative to the best compared isomer or geometry (same formula, charge and spin) (kcal per mole): 76.63
SMILES: Fc1ccccc1.Fc1ccccc1.Fc1ccccc1.Fc1ccccc1.Fc1ccccc1.CC#N.CC#N.CC#N.CC#N.CC#N.CC#N.CC#N

```
102
C44H46F5N7, DFT wB97M-V/def2-TZVPD
F -0.939 1.136 -7.297
F 1.515 -0.591 7.451
F 2.323 -4.033 -5.195
F -6.520 0.050 -1.144
F -1.040 -1.139 1.213
N 1.503 6.938 -3.109
N -3.690 -8.522 1.245
N -3.234 5.844 -0.134
N 5.483 -4.862 2.821
N 8.528 1.660 0.843
N 5.373 0.501 -6.250
N 7.467 2.209 5.930
C 0.086 1.153 7.991
C 0.839 1.689 -0.244
C -4.600 2.756 -6.368
C -8.461 -1.270 -0.729
C 5.883 -4.102 3.592
C 10.630 0.467 1.744
C 1.605 -6.213 -2.324
C -1.152 1.818 7.832
C 2.292 -5.605 -3.395
C -5.405 4.874 0.875
C -4.536 1.673 -7.292
C 0.306 0.008 7.304
C 2.573 7.355 -0.716
C -2.120 1.688 -7.023
C -0.707 -0.621 6.539
C 6.005 3.958 4.528
C -9.597 -2.416 -2.549
C 1.727 -4.549 -4.097
C 6.805 2.972 5.321
C -8.539 -2.151 -3.416
C -3.939 -6.107 2.129
C -9.536 -1.941 -1.230
C -0.036 -0.273 0.934
C 5.160 0.271 -5.150
C -4.200 5.410 0.296
C -0.070 -4.507 -2.458
C -1.907 0.026 6.394
C -2.210 2.704 -6.142
C 9.465 1.151 1.227
C -0.185 0.814 0.049
C 2.300 0.351 1.249
C -7.509 -0.854 -1.643
C 2.071 1.475 0.412
C 0.494 -4.010 -3.628
C 6.321 -3.190 4.582
C -2.125 1.209 7.071
C 4.946 -0.111 -3.761
C 0.443 -5.618 -1.860
C -3.853 -7.448 1.616
C 1.212 -0.530 1.482
C -3.413 3.303 -5.810
C -7.457 -1.354 -2.922
C -3.236 1.183 -7.625
C 1.995 7.103 -2.056
H 5.137 3.569 3.996
H -10.391 -2.054 -0.580
H 2.841 2.231 0.359
H -0.109 -6.105 -1.070
H 7.361 -2.894 4.441
H 0.109 -3.130 -4.122
H -8.455 -0.881 0.279
H 2.900 8.366 -0.475
H 10.628 0.628 2.822
H -5.930 5.746 1.265
H -6.633 -0.932 -3.477
H 10.722 -0.590 1.495
H 5.527 0.553 -3.121
H -3.485 4.182 -5.187
H 3.327 6.608 -0.471
H -8.610 -2.459 -4.449
H -10.464 -2.996 -2.828
H -3.128 1.584 6.932
H 5.366 -1.115 -3.700
H 6.221 -3.345 5.656
H -5.380 1.300 -7.853
H 6.636 4.289 3.703
H -5.989 4.320 0.139
H -2.701 -0.447 5.836
H -1.295 2.795 8.270
H -3.068 0.485 -8.432
H 11.537 0.891 1.312
H -1.284 3.028 -5.691
H 3.262 -5.940 -3.732
H -4.271 -6.117 3.167
H -0.990 -4.149 -2.020
H 5.650 4.824 5.088
H -5.120 4.245 1.718
H 1.380 -1.403 2.096
H 0.893 1.634 8.525
H -2.959 -5.639 2.037
H 0.706 2.516 -0.926
H -5.549 3.215 -6.135
H 3.926 -0.224 -3.392
H 5.682 -2.322 4.420
H -4.691 -5.634 1.497
H 1.805 7.155 0.032
H 3.288 0.210 1.662
H 2.101 -7.063 -1.879
H -0.464 -1.565 6.074
H -1.170 0.900 -0.385
```

Atomic partial charges in e from the Mulliken method, atoms 1 to 8: -0.30 -0.30 -0.30 -0.30 -0.29 -0.36 -0.36 -0.33

Record 4
Density functional theory data (wB97M-V/def2-TZVPD) for C44H47BaFN4O3P2S as an isolated structure.

## Properties
HOMO energy (eV): -11.17
LUMO level (eV): -4.93
Energy relative to the best compared isomer or geometry (same formula, charge and spin) (kcal per mole): 30.30
Total charge: +2

```
103
C44H47BaFN4O3P2S, DFT wB97M-V/def2-TZVPD
Ba 0.384 -1.330 -1.242
S -6.849 -0.934 0.439
P -1.632 -2.880 0.265
P -1.171 -1.179 2.836
F 0.789 5.274 -3.334
O 1.179 0.701 -1.599
O 2.341 -1.609 -0.547
O 4.529 -1.432 -0.106
N 5.036 1.997 -2.148
N 4.112 8.789 -4.037
N -2.204 -1.826 1.492
N 3.466 6.263 -3.860
C 1.742 -4.384 4.384
C -2.569 -1.089 4.041
C -3.394 -3.776 -1.734
C -4.934 -0.865 5.506
C 2.370 7.112 -4.357
C -3.285 -2.228 4.413
C -0.088 -7.028 1.474
C 0.725 -3.939 5.214
C 3.995 2.848 -2.449
C -4.581 -4.329 -2.198
C 4.681 6.464 -4.637
C -5.334 -4.606 0.068
C 1.635 3.283 -2.542
C 0.325 -6.400 0.309
C -5.255 -0.801 1.305
C 2.680 2.413 -2.222
C -7.966 -0.844 1.861
C 4.769 0.827 -1.543
C 3.182 4.987 -3.333
C 2.378 1.094 -1.679
C -4.454 -2.119 5.145
C -0.948 -4.441 0.916
C -0.204 -3.018 4.751
C 2.932 8.435 -4.880
C 7.146 3.118 -1.429
C -1.360 -5.080 2.081
C 5.247 7.861 -4.343
C -0.921 -6.362 2.363
C -0.135 -2.552 3.438
C -3.043 0.159 4.433
C 4.214 4.128 -2.976
C -4.222 0.270 5.160
C 1.874 4.515 -3.074
C 0.939 -2.950 2.639
C 3.486 -1.023 -0.569
C 6.429 2.303 -2.499
C -4.158 -0.613 0.266
C 1.859 -3.873 3.098
C -4.149 -4.063 0.534
C -2.767 -0.572 0.894
C -0.101 -5.109 0.036
C -5.554 -4.727 -1.298
C 3.521 0.341 -1.278
C -3.183 -3.625 -0.370
H 6.659 4.076 -1.246
H -2.488 1.052 4.169
H 4.477 6.351 -5.708
H 0.231 -4.620 -0.877
H 5.787 8.239 -5.209
H -6.493 -5.127 -1.659
H -5.864 -0.781 6.055
H 1.687 7.319 -3.539
H 8.173 3.303 -1.743
H -2.009 -4.570 2.777
H 3.843 8.665 -3.058
H -3.980 -3.952 1.598
H 4.392 9.762 -4.163
H 6.440 2.816 -3.459
H -0.977 -2.661 5.417
H 5.233 4.465 -3.073
H 0.239 -8.036 1.689
H 6.941 1.353 -2.637
H -4.748 -4.438 -3.262
H -4.588 1.246 5.452
H -4.994 -3.013 5.432
H -4.317 0.349 -0.229
H 0.616 2.970 -2.361
H 5.617 0.220 -1.249
H -1.240 -6.848 3.276
H 7.173 2.567 -0.489
H -6.092 -4.929 0.770
H 5.441 5.736 -4.383
H 5.920 7.850 -3.489
H -7.874 -1.740 2.472
H -5.303 0.058 1.976
H 2.178 9.216 -4.817
H -4.238 -1.380 -0.499
H 0.974 -6.915 -0.386
H -8.974 -0.776 1.457
H 0.658 -4.303 6.231
H -7.750 0.046 2.448
H 2.681 -4.179 2.464
H 3.271 8.368 -5.912
H 1.800 6.637 -5.161
H -2.047 -0.155 0.165
H -2.924 -3.205 4.126
H -5.093 -1.702 1.896
H -2.637 -3.443 -2.437
H -2.830 0.163 1.697
H 1.065 -2.520 1.649
H 2.460 -5.107 4.746
```

Atomic partial charges in e from the Mulliken method, atoms 1 to 8: 1.94 -0.05 -1.34 -0.16 -0.34 -1.20 -0.66 -0.65

Let's list orbital gap in order: 0.19997, 0.30639, 0.33532, 0.22932 Ha.
Let's list strongest force on any atom in order: 0.0129, 0.0677, 0.0724, 0.0980 hartree/bohr.